{
  "formula": "C17H28N4OS",
  "method": "ωB97M-V/def2-TZVPD",
  "de_lowest_kj_mol": 323.3,
  "max_force_ev_per_a": 4.18,
  "gap_ev": 6.809,
  "elements": ["C", "C", "C", "C", "C", "C", "C", "C", "C", "N", "C", "C", "C", "N", "C", "C", "C", "N", "S", "N", "C", "C", "O", "H", "H", "H", "H", "H", "H", "H", "H", "H", "H", "H", "H", "H", "H", "H", "H", "H", "H", "H", "H", "H", "H", "H", "H", "H", "H", "H", "H"],
  "xyz": [[-2.03530, 3.03336, 1.38683], [-3.00525, 2.55782, 0.20769], [-2.42425, 1.24952, -0.51268], [-1.80751, 1.66460, -1.92398], [-0.27192, 2.12849, -1.81897], [0.65246, 1.38512, -2.89329], [1.54294, 0.23958, -2.24590], [0.72450, -0.76752, -1.36244], [1.02368, -1.02468, 0.13288], [2.12117, -0.35330, 0.79561], [3.13217, -1.41332, 1.12705], [4.63730, -0.92353, 0.93372], [0.20244, -1.98112, 0.87254], [0.35761, -2.37554, 2.24697], [0.51729, -1.23784, 3.18896], [-0.37210, 0.03220, 2.88410], [-0.91954, -2.66189, 0.10541], [-1.82309, -3.59268, 0.62631], [-2.86513, -4.07247, -0.58995], [-2.31472, -3.17553, -1.92617], [-1.27800, -2.47047, -1.35851], [-0.36027, -1.48128, -2.05780], [-0.61234, -1.28685, -3.43672], [-2.24376, 4.08776, 1.71506], [-2.23099, 2.33503, 2.26067], [-0.97212, 2.86518, 1.06495], [-3.10053, 3.42700, -0.51679], [-4.03384, 2.36644, 0.63945], [-3.27563, 0.54072, -0.70389], [-1.63029, 0.81720, 0.15758], [-1.87017, 0.82628, -2.67038], [-2.41438, 2.52913, -2.32329], [0.11542, 1.79889, -0.80511], [-0.24084, 3.25141, -1.91253], [1.31466, 2.19574, -3.33850], [-0.00379, 1.03498, -3.73371], [1.99420, -0.32869, -3.12032], [2.38709, 0.75143, -1.71051], [2.58520, 0.32150, 0.18502], [2.93831, -2.27064, 0.40519], [3.03334, -1.83612, 2.16274], [4.65056, 0.19629, 1.07976], [5.24435, -1.40108, 1.75642], [4.96053, -1.23214, -0.09418], [-0.47021, -2.92006, 2.50811], [1.58957, -0.91376, 3.33422], [0.18632, -1.62237, 4.20621], [-0.02271, 0.64364, 2.00587], [-1.46595, -0.23652, 2.80491], [-0.26892, 0.71841, 3.78644], [-1.57757, -1.41834, -3.52501]],
  "nbo_charge": [-0.6183, -0.3984, -0.4174, -0.3987, -0.4137, -0.3959, -0.4429, -0.0914, 0.2214, -0.6625, -0.2190, -0.6346, 0.0813, -0.6179, -0.2213, -0.6445, 0.1141, -0.6079, 0.8395, -0.5870, 0.0707, 0.2791, -0.6894, 0.2119, 0.2037, 0.2033, 0.1924, 0.2019, 0.2101, 0.2129, 0.1974, 0.2020, 0.1923, 0.2120, 0.2067, 0.2228, 0.2381, 0.2048, 0.3756, 0.1877, 0.1983, 0.2071, 0.2233, 0.2168, 0.3939, 0.1999, 0.2000, 0.2227, 0.2083, 0.2156, 0.4932]
}